Entry 1:
Molecular formula: C54H78O45
Method: DFT, the ωB97M-V functional and the def2-TZVPD basis

XYZ file:
```
177
Properties=species:S:1:pos:R:3:lowdin_charge:R:1
C -3.288 -7.097 -0.110 -0.131
C -3.693 -7.501 -1.548 -0.074
O -3.124 -6.451 -2.304 0.087
C -2.864 -5.407 -1.607 -0.568
O -2.563 -4.306 -2.056 0.134
O -2.994 -5.732 -0.286 0.041
H -2.445 -7.583 0.382 0.128
H -3.995 -7.415 0.656 0.128
H -4.771 -7.341 -1.502 0.129
H -3.330 -8.437 -1.970 0.141
C -0.097 5.479 -0.331 -0.112
C 0.454 5.216 1.063 -0.154
O 0.338 6.479 1.625 0.056
C -0.686 7.181 1.095 -0.418
O -1.293 8.157 1.583 0.108
O -1.073 6.523 -0.122 0.033
H -0.694 4.607 -0.600 0.100
H 0.670 5.685 -1.077 0.113
H 1.519 4.994 1.137 0.116
H -0.034 4.380 1.564 0.094
C 3.906 4.604 3.514 -0.144
C 2.611 3.825 3.516 -0.094
O 1.651 4.860 3.788 0.053
C 2.205 5.978 4.159 -0.581
O 1.624 6.883 4.724 0.148
O 3.528 5.881 3.934 0.082
H 4.434 4.625 2.560 0.117
H 4.583 4.101 4.204 0.134
H 2.631 3.137 4.361 0.132
H 2.503 3.369 2.532 0.097
C -3.763 0.903 -5.880 -0.137
C -3.668 1.698 -4.573 -0.148
O -3.000 0.840 -3.749 0.073
C -2.974 -0.386 -4.196 -0.509
O -2.637 -1.363 -3.513 0.103
O -3.365 -0.366 -5.509 0.045
H -3.020 1.250 -6.598 0.125
H -4.738 0.808 -6.358 0.134
H -4.637 1.952 -4.142 0.113
H -3.220 2.683 -4.704 0.138
C 3.544 -2.227 -6.741 -0.261
C 4.407 -3.432 -6.673 -0.124
O 4.789 -3.391 -5.243 0.032
C 4.067 -2.385 -4.589 -0.582
O 3.835 -2.301 -3.364 0.083
O 3.358 -1.782 -5.429 0.071
H 2.635 -2.663 -7.155 0.103
H 3.831 -1.433 -7.431 0.085
H 5.243 -3.284 -7.357 0.120
H 3.858 -4.354 -6.860 0.124
C 1.908 1.277 -4.850 -0.152
C 0.551 0.936 -5.435 -0.149
O -0.218 2.029 -4.950 0.017
C 0.372 2.611 -3.917 -0.530
O -0.180 3.289 -3.004 0.075
O 1.655 2.303 -3.937 0.027
H 2.592 1.648 -5.613 0.078
H 2.309 0.418 -4.312 0.118
H -0.033 0.059 -5.155 0.119
H 0.531 0.839 -6.521 0.069
C 5.110 2.180 1.152 -0.012
C 4.619 1.127 0.238 -0.374
C 5.646 0.497 -0.657 -0.085
O 5.345 -0.856 -0.526 0.108
C 4.416 -1.075 0.370 -0.542
O 3.900 -2.150 0.560 0.154
O 4.103 0.082 1.030 0.087
H 4.242 2.408 1.770 0.066
H 5.554 3.064 0.695 0.101
H 5.879 1.801 1.825 0.103
H 3.834 1.480 -0.431 0.129
H 6.607 0.667 -0.170 0.139
H 5.582 0.930 -1.655 0.137
C 1.767 -0.668 3.436 0.009
C 1.205 -0.120 4.707 -0.302
C 0.807 -1.118 5.788 -0.086
O 1.603 -0.787 6.878 0.108
C 2.541 0.042 6.515 -0.554
O 3.414 0.473 7.297 0.096
O 2.309 0.513 5.297 0.084
H 2.074 0.155 2.791 0.084
H 1.019 -1.276 2.929 0.081
H 2.630 -1.313 3.602 0.095
H 0.388 0.596 4.614 0.130
H 0.928 -2.144 5.442 0.131
H -0.224 -0.951 6.101 0.136
C -6.299 -3.982 -1.276 -0.003
C -5.468 -2.872 -0.505 -0.254
C -4.757 -1.861 -1.443 -0.123
O -5.392 -0.671 -1.192 0.085
C -6.332 -0.821 -0.276 -0.502
O -7.160 0.068 0.082 0.078
O -6.426 -2.083 0.199 0.089
H -6.801 -4.609 -0.540 0.077
H -5.615 -4.574 -1.884 0.066
H -7.061 -3.663 -1.987 0.085
H -4.695 -3.383 0.069 0.129
H -4.869 -2.194 -2.475 0.132
H -3.690 -1.898 -1.222 0.111
C -1.408 3.015 3.327 0.006
C -1.942 1.787 4.016 -0.309
C -3.425 1.741 4.307 -0.067
O -3.851 0.571 3.610 0.070
C -2.854 0.003 2.907 -0.545
O -2.940 -1.070 2.328 0.116
O -1.767 0.701 3.112 0.091
H -0.320 2.992 3.269 0.072
H -1.597 3.867 3.979 0.109
H -1.810 3.160 2.324 0.089
H -1.481 1.573 4.981 0.144
H -3.966 2.563 3.838 0.141
H -3.727 1.636 5.349 0.139
C 4.165 -6.234 2.812 0.001
C 2.725 -5.645 2.822 -0.301
C 2.473 -4.151 3.242 -0.074
O 1.483 -3.764 2.294 0.052
C 1.598 -4.519 1.210 -0.557
O 1.095 -4.310 0.097 0.121
O 2.385 -5.528 1.481 0.082
H 4.806 -5.536 2.274 0.089
H 4.043 -7.203 2.328 0.087
H 4.526 -6.319 3.837 0.081
H 2.031 -6.376 3.237 0.150
H 3.410 -3.596 3.263 0.132
H 2.112 -4.398 4.240 0.131
C -4.066 -4.042 3.151 -0.017
C -2.600 -4.097 2.683 -0.279
C -1.663 -3.391 3.698 -0.107
O -1.143 -4.457 4.463 0.074
C -1.368 -5.630 3.886 -0.559
O -0.896 -6.666 4.314 0.122
O -2.216 -5.482 2.845 0.064
H -4.534 -3.061 3.071 0.082
H -4.136 -4.354 4.193 0.092
H -4.564 -4.785 2.529 0.079
H -2.541 -3.800 1.636 0.136
H -2.315 -2.788 4.330 0.127
H -1.030 -2.771 3.063 0.117
C -0.858 -1.546 -0.754 -0.003
C 0.516 -1.017 -0.391 -0.299
C 1.324 -0.522 -1.521 -0.046
O 1.665 0.773 -1.050 0.065
C 1.154 1.123 0.097 -0.568
O 1.202 2.235 0.607 0.107
O 0.405 0.099 0.524 0.084
H -1.479 -1.763 0.115 0.073
H -0.876 -2.417 -1.409 0.089
H -1.355 -0.713 -1.249 0.063
H 1.010 -1.778 0.214 0.127
H 0.595 -0.450 -2.328 0.139
H 2.201 -1.158 -1.642 0.136
C 3.046 4.310 -1.502 -0.012
C 4.028 4.106 -2.647 -0.302
C 3.532 4.646 -3.968 -0.093
O 4.263 5.869 -4.160 0.085
C 5.345 5.848 -3.419 -0.552
O 6.294 6.666 -3.572 0.074
O 5.242 4.879 -2.507 0.077
H 3.473 3.906 -0.584 0.068
H 2.104 3.794 -1.688 0.072
H 2.921 5.392 -1.457 0.100
H 4.319 3.055 -2.661 0.138
H 2.460 4.728 -3.793 0.127
H 3.794 3.990 -4.798 0.120
C -2.636 2.123 -0.536 -0.017
C -3.402 3.091 -1.328 -0.264
C -4.921 2.784 -1.404 -0.072
O -5.442 3.878 -0.654 0.041
C -4.499 4.790 -0.191 -0.485
O -4.758 5.825 0.381 0.144
O -3.257 4.382 -0.610 0.054
H -2.071 1.408 -1.133 0.076
H -3.219 1.592 0.216 0.097
H -1.801 2.625 -0.047 0.075
H -2.906 3.235 -2.288 0.133
H -5.322 1.835 -1.049 0.113
H -5.265 2.856 -2.436 0.107
```

Properties
- multiplicity = 2
- net charge = -1
- E_HOMO (spin up / spin down) (eV) = -0.37 / -8.80
- Kohn-Sham gap (spin up / spin down) (eV) = 1.79 / 10.22
- M (g/mol) = 1447.17


Entry 2:
Molecular formula: C17H30BrF3N4O7S
Method: DFT, the ωB97M-V functional and the def2-TZVPD basis

XYZ file:
```
63
Properties=species:S:1:pos:R:3:lowdin_charge:R:1
C -0.208 2.895 2.514 -0.091
C 0.287 1.907 1.439 -0.235
C -0.638 0.693 1.523 -0.228
N -0.355 -0.354 0.519 -0.025
C 0.194 -1.633 0.966 -0.337
C -0.841 -2.661 1.503 -0.095
C -1.346 -2.492 2.934 -0.166
C -2.788 -3.011 3.115 -0.212
O -3.722 -2.467 2.212 -0.174
C -3.737 -1.058 2.176 -0.095
C 0.516 -2.364 -0.470 -0.638
Br 0.271 -1.416 -2.144 0.797
N 1.824 -2.990 -0.388 0.034
C 2.053 -3.058 1.020 -0.434
O 2.373 -4.069 1.538 0.204
C 1.614 -1.669 1.638 -0.208
N 1.715 -1.870 3.076 0.137
C 1.152 -0.823 3.879 -0.481
O 1.251 0.349 3.753 0.213
F 0.491 -1.331 4.909 0.167
C 3.041 -2.078 3.613 -0.454
O 3.715 -1.215 4.102 0.214
F 3.464 -3.320 3.682 0.184
S 2.926 -0.565 0.885 0.675
O 3.296 0.464 1.777 -0.211
O 4.000 -1.408 0.504 -0.209
F 2.290 0.116 -0.341 -0.122
H -1.281 3.002 2.367 0.069
H -0.106 2.416 3.482 0.061
H 0.299 3.847 2.471 0.073
H 0.165 2.341 0.453 0.109
H 1.311 1.662 1.691 0.065
H -1.614 1.106 1.271 0.114
H -0.735 0.367 2.555 0.091
H -1.261 -0.597 0.148 0.083
H -1.696 -2.575 0.838 0.125
H -0.467 -3.675 1.408 0.132
H -0.751 -3.113 3.596 0.115
H -1.311 -1.493 3.349 0.081
H -2.771 -4.083 2.956 0.127
H -3.063 -2.774 4.143 0.126
H -3.198 -0.707 1.297 0.071
H -4.763 -0.731 2.047 0.093
H -3.337 -0.593 3.073 0.094
H -0.134 -3.215 -0.603 0.074
H 2.557 -2.616 -0.972 0.110
C 0.582 4.071 -5.782 -0.072
C 0.166 3.659 -4.374 -0.431
C 0.384 2.167 -4.078 -0.216
O -0.584 1.308 -4.658 -0.210
C -0.353 0.986 -6.017 -0.105
N -1.226 4.064 -4.154 0.039
H -0.142 3.760 -6.534 0.063
H 0.662 5.156 -5.847 0.076
H 1.554 3.648 -6.046 0.078
H 0.795 4.218 -3.675 0.135
H 0.292 2.021 -2.998 0.110
H 1.397 1.846 -4.352 0.121
H 0.715 0.905 -6.239 0.092
H -0.817 1.721 -6.678 0.075
H -0.823 0.022 -6.213 0.087
H -1.472 3.887 -3.184 0.070
H -1.816 3.422 -4.676 0.068
```

Properties
- multiplicity = 1
- SMILES = CCCN[C@@]1(CCCOC)[C@@H](Br)NC(=O)[C@@]1(N(C(=O)F)C(=O)F)S(=O)(=O)F.COC[C@@H](C)N
- net charge = 0
- E_HOMO (eV) = -9.34
- Kohn-Sham gap (eV) = 9.19
- M (g/mol) = 571.41


multiplicity of number 2 (C17H30BrF3N4O7S)? 1


What is the net charge in the first record? -1